[1]
A molecular structure, C27H56F10GaN6O6S, computed with wB97M-V/def2-TZVPD.

Computed properties:
HOMO level = -4.098 eV
net charge = -1
2S+1 = 1
E_tot = -140520.3036 eV
LUMO energy = 1.91 eV

Geometry (Å):
C 0.3365 2.4224 -2.0838
C 0.1965 0.8915 -1.9720
C 0.5369 0.3375 -0.5925
F 1.9752 0.2295 -0.5329
Ga -0.3366 -1.4638 -0.1637
C 0.3380 -2.0100 1.7073
C 1.6712 -2.8047 1.6743
C 1.3855 -4.3216 1.3717
C 2.0136 -4.6402 0.0063
C 1.6899 -6.0362 -0.5437
F 2.6829 -6.9162 -0.3515
F 0.6707 -6.5353 0.2121
C 1.1220 -6.0915 -1.9785
F 0.0195 -5.3854 -1.9893
F 0.7468 -7.3226 -2.2709
S 2.2089 -5.4452 -3.3637
F 1.8066 -3.9620 -3.1012
F 3.4950 -5.3467 -2.4615
F 2.6249 -6.9361 -3.7508
F 0.9648 -5.5695 -4.3553
F 3.0752 -4.9481 -4.5921
N -2.2836 -1.1644 0.0155
C -2.5880 0.2298 0.3726
C -3.0205 -1.4925 -1.0959
C -2.5833 -2.5667 -2.0869
O -4.0919 -0.9570 -1.3211
H -0.1552 2.7926 -2.9914
H -0.1423 2.9377 -1.2439
H 1.3848 2.7401 -2.1354
H -0.8350 0.6605 -2.2601
H 0.8619 0.4640 -2.7267
H 0.2272 1.0999 0.1322
H 0.0300 -2.6433 -1.1731
H -0.4719 -2.5779 2.1832
H 0.4774 -1.0929 2.2929
H 2.2083 -2.6768 2.6190
H 2.2496 -2.3899 0.8421
H 1.8543 -4.9173 2.1565
H 0.3049 -4.4065 1.3624
H 3.1008 -4.6032 0.1191
H 1.7383 -3.8350 -0.6741
H -3.5805 0.2729 0.8411
H -1.8770 0.6013 1.1140
H -2.6351 0.9010 -0.4903
H -3.3189 -2.5667 -2.8905
H -1.6147 -2.3289 -2.5175
H -2.5669 -3.5664 -1.6506
C -2.9850 4.3858 -5.6386
C -2.3950 3.0912 -5.1298
O -1.7638 3.0318 -4.0922
N -2.5945 1.9680 -5.8807
C -3.3156 1.8452 -7.1335
H -2.7431 5.1792 -4.9376
H -2.5640 4.6409 -6.6129
H -4.0707 4.3063 -5.7137
H -2.1776 1.1361 -5.4794
H -4.1344 1.1346 -7.0068
H -2.6429 1.4615 -7.9056
H -3.7183 2.7992 -7.4574
C 0.0932 1.0163 5.6622
C -0.9564 1.0110 4.5867
O -0.6306 1.1218 3.4146
N -2.2678 0.8790 4.9285
C -2.8694 0.7420 6.2431
H 1.0583 1.1144 5.1729
H -0.0560 1.8562 6.3371
H 0.0830 0.0798 6.2230
H -2.8808 0.8753 4.1273
H -3.4099 -0.2102 6.2703
H -3.5752 1.5558 6.3969
H -2.1333 0.7546 7.0304
C 2.0384 -0.8976 -6.7656
C 0.7067 -0.2940 -6.3909
O 0.1620 -0.5306 -5.3292
N 0.1081 0.5415 -7.2884
C 0.5737 0.9496 -8.5977
H 2.3755 -1.5328 -5.9515
H 1.9411 -1.5069 -7.6659
H 2.7805 -0.1138 -6.9265
H -0.7725 0.8986 -6.9535
H 0.6763 2.0370 -8.6201
H -0.1613 0.6538 -9.3503
H 1.5301 0.4976 -8.8389
C 2.6752 1.5243 2.5699
C 3.5745 0.6073 3.3610
O 3.2360 0.1221 4.4316
N 4.7981 0.3183 2.8365
C 5.3671 0.7852 1.5881
H 1.7382 1.6544 3.1051
H 3.1464 2.5019 2.4438
H 2.4531 1.0893 1.5922
H 5.3463 -0.3009 3.4120
H 5.5986 -0.0740 0.9557
H 6.2941 1.3263 1.7956
H 4.6821 1.4392 1.0596
C -0.2723 3.9981 8.9182
C -1.5839 3.7444 8.2155
O -1.7301 2.8205 7.4307
N -2.6181 4.5868 8.4828
C -2.6390 5.7293 9.3753
H 0.4467 3.2477 8.6018
H 0.1155 4.9834 8.6561
H -0.3985 3.9251 9.9995
H -3.4609 4.3588 7.9785
H -3.4043 5.5746 10.1385
H -2.8918 6.6252 8.8052
H -1.6789 5.8747 9.8589

Here are the Löwdin charges for atoms 1 to 8, given in e:
1. C -0.12
2. C -0.26
3. C -0.34
4. F -0.15
5. Ga 0.50
6. C -0.25
7. C -0.28
8. C -0.18

***

[2]
8 unconnected molecules or ions with the total composition C27H56F3NO19, computed with wB97M-V/def2-TZVPD.

Computed properties:
HOMO level = -8.639 eV
net charge = 0
2S+1 = 1
E_tot = -77428.1317 eV
ΔE to the lowest compared entry with this formula, charge and spin = 6.320 eV
LUMO energy = 0.10 eV

Geometry (Å):
N 1.7261 -1.3696 -0.0891
H 2.3631 -1.6436 -0.7161
H 2.0311 -1.8896 0.8659
H 0.7891 -1.3626 -0.2541
H 1.8851 -0.4706 0.0069
O -0.3689 0.6944 -0.4701
H -0.8159 0.7114 0.2589
C 0.7391 2.6384 1.6229
C 1.3381 3.2624 0.4019
O 2.5311 3.9954 0.9379
C 2.3961 4.0354 2.2429
O 3.1211 4.7464 2.8549
O 1.4101 3.2384 2.6989
F 0.4701 4.3724 0.0149
H 0.9501 1.5104 1.5809
H -0.3719 2.8574 1.3839
H 1.6911 2.6994 -0.4381
C -1.7469 -1.4056 -2.8491
C -2.7169 -0.6656 -2.1211
O -3.8749 -1.6566 -2.1091
C -3.2369 -2.8246 -2.4911
O -3.8659 -3.8486 -2.6331
O -1.9839 -2.7916 -2.7801
F -3.1099 0.4644 -2.8731
H -0.8599 -1.0456 -2.3851
H -1.5659 -1.1666 -3.8601
H -2.5629 -0.4706 -1.1161
C -0.6269 3.6914 -2.8191
C -0.1369 2.3564 -3.5181
O 1.0461 2.7394 -3.8941
C 1.3951 3.9964 -3.5681
O 2.4671 4.4174 -3.9711
O 0.4811 4.6364 -2.9861
F -0.8759 2.1744 -4.7841
H -0.8729 3.4834 -1.7231
H -1.3649 4.1454 -3.2801
H -0.2749 1.4984 -2.7921
C 4.6511 1.5144 0.0289
O 3.7191 0.8614 -0.8941
C 3.7931 1.3384 -2.2071
C 2.7251 0.5504 -3.0581
O 2.8191 -0.6786 -3.0071
C 2.2581 -1.5736 -3.9611
C 2.2931 -3.1196 -3.5141
O 1.5791 -3.3376 -2.2421
C 1.7461 -4.6466 -1.8601
H 4.3831 1.4384 1.0889
H 4.8081 2.5264 -0.1641
H 5.4481 1.0714 -0.1621
H 4.6651 0.9114 -2.5151
H 3.6861 2.3974 -2.3461
H 2.6821 0.5984 -4.2671
H 1.6971 0.7024 -2.5721
H 2.5911 -1.7306 -5.0431
H 1.2501 -1.5206 -3.9711
H 3.4791 -3.0726 -3.4621
H 2.0151 -3.7286 -4.4101
H 2.7741 -4.9666 -2.0721
H 1.1401 -5.4386 -2.5021
H 1.6561 -4.7836 -0.6601
C -1.3289 -2.8526 1.3839
O -0.0739 -2.9986 1.7889
C 0.3081 -4.2926 2.3049
C 1.7721 -4.3016 2.7619
O 2.3391 -4.1466 1.6899
C 3.8711 -4.4706 1.8489
C 4.5431 -4.1196 0.5449
O 4.4181 -2.8546 0.4379
C 5.1731 -2.1946 -0.6771
H -1.7919 -2.9506 2.2329
H -1.6019 -3.5356 0.6409
H -1.5039 -1.6906 1.2499
H 0.0001 -5.1236 1.5829
H -0.0859 -4.6256 3.2379
H 2.0411 -5.1866 3.4279
H 2.1151 -3.3366 3.4039
H 3.9171 -5.3856 1.8899
H 4.3211 -4.2456 2.5679
H 4.0461 -4.4756 -0.4481
H 5.6001 -4.4246 0.6219
H 6.1961 -2.4216 -0.5551
H 4.9541 -1.0076 -0.6831
H 4.9401 -2.6216 -1.5251
C -2.5849 3.3074 0.2669
O -3.0279 2.7914 1.4709
C -3.7729 1.5444 1.5149
C -4.0899 1.3454 3.0319
O -5.0259 2.1444 3.3919
C -5.4759 2.1474 4.5969
C -6.5449 3.2704 4.7849
O -7.6959 2.9804 4.0689
C -8.6009 4.0154 4.2709
H -3.4929 3.5364 -0.3711
H -2.1139 2.3934 -0.1591
H -2.0349 4.1874 0.1629
H -3.2579 0.8054 1.3379
H -4.5619 1.5334 0.8739
H -3.1899 1.5204 3.6209
H -4.2399 0.2694 3.3619
H -4.7859 2.3314 5.4249
H -5.8689 1.2614 4.7699
H -6.1479 4.0864 4.5609
H -6.6049 3.5664 5.8269
H -8.8479 4.2064 5.2149
H -9.5459 4.0164 3.7209
H -8.1099 4.9334 3.9469

Here are the Löwdin charges for atoms 1 to 8, given in e:
1. N 0.38
2. H 0.04
3. H 0.21
4. H 0.06
5. H 0.02
6. O -0.32
7. H -0.22
8. C -0.10

***

[3]
2 unconnected molecules or ions with the total composition C27H56FNO5S2, computed with wB97M-V/def2-TZVPD.

Computed properties:
HOMO level = -9.700 eV
net charge = 0
2S+1 = 1
E_tot = -65019.2059 eV
SMILES = CCCCCCCCCCN(CCCCCCCCCCCCOC)S(=O)(=O)F.O=S1(=O)CCCC1
LUMO energy = 0.44 eV

Geometry (Å):
C -2.9427 4.4612 7.6462
C -3.2432 3.2189 8.5880
C -2.1509 2.1098 8.2379
C -2.8518 0.7113 8.4003
C -3.5964 0.2112 7.1168
C -2.7049 0.0947 5.8284
C -1.3010 -0.5902 6.0378
C -1.3013 -2.0650 5.4841
C -1.1631 -2.1083 3.9108
C -0.2225 -3.3052 3.4396
N 1.0823 -2.7536 2.9685
C 1.4090 -3.1239 1.5613
C 1.4949 -1.8586 0.6040
C 3.0023 -1.5055 0.2998
C 3.1805 -0.6820 -1.0254
C 3.3135 -1.6669 -2.2520
C 2.3961 -1.1421 -3.4407
C 0.9841 -1.8572 -3.4749
C 0.4941 -2.0772 -4.9733
C -0.9141 -1.4130 -5.2307
C -0.6233 0.0788 -5.6907
C -1.9191 0.8563 -6.1117
C -2.9711 0.9845 -4.9473
O -3.7938 -0.1793 -4.8737
C -5.0653 0.1061 -4.2919
S 2.3149 -3.3745 3.9885
O 3.6334 -2.8275 3.6037
O 2.0355 -3.0851 5.4094
F 2.2384 -5.0174 3.7717
H -1.9751 4.9232 7.9573
H -2.8795 4.0762 6.5990
H -3.7375 5.2383 7.7090
H -4.2779 2.8383 8.4321
H -3.1431 3.5749 9.6381
H -1.7072 2.2777 7.2350
H -1.3893 2.1816 9.0558
H -3.6042 0.7731 9.2226
H -2.1128 -0.0688 8.7249
H -4.1802 -0.7289 7.2925
H -4.3796 0.9870 6.8860
H -3.2710 -0.5631 5.1134
H -2.5844 1.0636 5.2792
H -0.5750 -0.0230 5.3935
H -0.8986 -0.5330 7.0706
H -0.4493 -2.5997 5.9653
H -2.2547 -2.5596 5.7904
H -2.1505 -2.2826 3.4108
H -0.7399 -1.1535 3.5104
H -0.0719 -3.9559 4.3399
H -0.7508 -3.9335 2.6915
H 2.4177 -3.6122 1.5429
H 0.7056 -3.8507 1.1003
H 0.9833 -0.9719 1.0553
H 0.9807 -2.1026 -0.3616
H 3.4082 -0.9232 1.1681
H 3.6420 -2.4195 0.2083
H 2.3547 0.0550 -1.1819
H 4.1241 -0.0776 -0.9716
H 4.3528 -1.6848 -2.6676
H 2.9787 -2.6956 -1.9726
H 2.1912 -0.0565 -3.3108
H 2.9481 -1.2589 -4.3937
H 0.2311 -1.2248 -2.9338
H 1.0155 -2.8439 -2.9434
H 0.4223 -3.1862 -5.1309
H 1.2373 -1.6892 -5.7099
H -1.5375 -1.3640 -4.3082
H -1.4868 -1.9313 -6.0324
H 0.0546 0.0297 -6.5757
H -0.1447 0.6312 -4.8406
H -1.6048 1.9102 -6.3498
H -2.3845 0.4665 -7.0468
H -3.5787 1.8958 -5.1865
H -2.4612 1.2151 -3.9707
H -5.2169 1.1760 -4.0258
H -5.8784 -0.2644 -4.9651
H -5.1570 -0.4781 -3.3361
O 2.4663 2.4321 -4.1120
S 3.1871 1.9114 -5.2502
O 3.6026 0.5294 -5.3252
C 2.2838 2.3290 -6.7327
C 2.8222 3.6987 -7.1288
C 4.3395 3.6220 -6.9342
C 4.5945 2.9731 -5.5703
H 1.2151 2.3286 -6.5264
H 2.5208 1.5787 -7.4885
H 2.5577 3.9506 -8.1561
H 2.4044 4.4683 -6.4738
H 4.7769 3.0046 -7.7234
H 4.8047 4.6065 -6.9940
H 5.5029 2.3734 -5.5709
H 4.6416 3.7169 -4.7752

Here are the Löwdin charges for atoms 1 to 8, given in e:
1. C -0.13
2. C -0.25
3. C -0.20
4. C -0.23
5. C -0.21
6. C -0.21
7. C -0.20
8. C -0.20

***

For reference, orbital gap by record: 0.22087 0.32127 0.37245 Eh.